Record 1
{"formula": "C17H18F7N3O5PtSb", "method": "ωB97M-V/def2-TZVPD", "multiplicity": 4, "homo_lumo_gap_ev": [8.30, 5.63], "e_above_lowest_ev": 0.933, "homo_ev": [-14.942, -14.875], "charge": 2, "species": ["Pt", "F", "C", "C", "C", "C", "O", "C", "C", "N", "C", "C", "C", "C", "C", "C", "N", "C", "C", "N", "C", "C", "C", "O", "O", "H", "H", "H", "H", "H", "H", "H", "H", "H", "H", "H", "H", "H", "H", "H", "H", "H", "H", "O", "O", "F", "Sb", "F", "F", "F", "F", "F"], "xyz": [[0.866, 4.711, 0.525], [-1.984, -0.275, -2.962], [-1.300, -0.376, -1.815], [-0.800, 0.762, -1.275], [-0.128, 0.721, -0.040], [0.368, 1.895, 0.593], [0.236, 3.027, -0.083], [0.945, 1.809, 1.849], [1.079, 0.543, 2.409], [0.683, -0.572, 1.813], [0.897, -1.846, 2.497], [2.211, -2.081, 3.171], [1.880, -2.815, 1.908], [0.025, -0.526, 0.590], [-0.478, -1.695, 0.003], [-1.164, -1.659, -1.204], [-1.686, -2.804, -1.783], [-2.086, -3.950, -0.988], [-1.373, -5.206, -1.482], [-1.299, -5.167, -2.998], [-2.388, -4.313, -3.580], [-2.162, -2.861, -3.170], [1.408, 2.931, 2.740], [1.804, 2.677, 3.841], [1.350, 4.185, 2.313], [-0.962, 1.699, -1.788], [1.535, 0.453, 3.386], [-0.004, -2.213, 2.970], [2.183, -2.615, 4.109], [2.968, -1.311, 3.113], [1.643, -3.868, 1.965], [2.403, -2.505, 1.014], [-0.301, -2.630, 0.507], [-3.172, -4.080, -1.036], [-1.852, -3.809, 0.062], [-1.908, -6.112, -1.202], [-0.349, -5.271, -1.120], [-1.354, -6.115, -3.373], [-0.393, -4.796, -3.289], [-3.328, -4.724, -3.219], [-2.363, -4.413, -4.664], [-3.102, -2.327, -3.325], [-1.415, -2.415, -3.826], [0.431, 5.609, -1.395], [0.455, 5.090, -2.471], [1.508, 6.427, 0.971], [1.745, 8.734, 1.614], [3.443, 8.113, 2.067], [2.302, 8.756, -0.172], [1.885, 10.517, 2.060], [-0.011, 8.686, 0.966], [1.106, 8.004, 3.206]], "forces_ev_per_a": [[0.091, 0.235, 0.069], [0.000, -0.003, 0.002], [0.007, -0.058, 0.036], [0.003, -0.018, 0.006], [0.017, -0.152, 0.039], [-0.005, 0.173, -0.055], [0.011, -0.036, 0.049], [-0.073, -0.266, 0.067], [-0.016, 0.086, -0.088], [0.011, 0.053, -0.007], [0.017, -0.009, 0.015], [-0.051, -0.035, 0.020], [0.009, 0.008, 0.017], [-0.030, -0.024, 0.030], [0.000, 0.069, -0.066], [0.030, 0.135, -0.015], [0.059, -0.029, 0.007], [-0.027, -0.054, 0.082], [0.007, -0.035, -0.029], [0.022, -0.011, -0.001], [0.013, -0.064, -0.041], [-0.033, 0.045, -0.056], [0.095, 0.217, 0.064], [0.001, -0.043, 0.002], [-0.040, -0.192, -0.037], [0.001, 0.007, 0.004], [-0.003, 0.015, -0.001], [-0.006, -0.012, -0.018], [0.010, -0.001, 0.009], [0.015, 0.005, -0.013], [-0.002, -0.014, 0.005], [0.008, 0.001, -0.009], [-0.012, -0.032, -0.006], [0.015, 0.001, -0.015], [-0.005, 0.021, -0.002], [-0.009, 0.019, 0.020], [-0.016, 0.008, 0.016], [0.007, 0.007, -0.006], [-0.011, 0.011, 0.010], [-0.005, 0.030, -0.011], [-0.015, 0.013, 0.017], [0.013, -0.016, 0.014], [-0.023, 0.005, 0.007], [-0.104, 0.116, -0.097], [0.008, -0.044, -0.065], [0.066, -0.061, 0.085], [0.031, -0.132, -0.077], [-0.134, 0.053, -0.039], [-0.041, 0.028, 0.134], [-0.004, -0.070, -0.025], [0.082, -0.010, 0.045], [0.014, 0.060, -0.094]]}

***

Record 2
{"formula": "C55H46N2O3PPbSSb", "method": "ωB97M-V/def2-TZVPD", "multiplicity": 1, "homo_lumo_gap_ev": [3.43, 3.44], "e_above_lowest_ev": 3.322, "homo_ev": [-12.146, -12.149], "charge": 2, "species": ["Pb", "S", "C", "C", "C", "C", "C", "N", "H", "H", "H", "H", "N", "C", "C", "C", "C", "C", "C", "P", "C", "C", "C", "C", "C", "C", "C", "C", "C", "C", "C", "C", "H", "H", "H", "H", "H", "H", "H", "H", "H", "H", "H", "H", "H", "H", "H", "H", "O", "C", "C", "O", "O", "C", "C", "C", "C", "C", "C", "C", "C", "C", "C", "C", "C", "H", "H", "H", "H", "H", "H", "H", "H", "H", "H", "H", "C", "C", "C", "C", "C", "C", "Sb", "C", "C", "C", "C", "C", "C", "C", "C", "C", "C", "C", "C", "H", "H", "H", "H", "H", "H", "H", "H", "H", "H", "H", "H", "H", "H", "H"], "xyz": [[-0.814, 0.827, 0.293], [-1.254, 3.289, 1.303], [-1.503, 3.694, -0.359], [-1.855, 4.978, -0.774], [-2.052, 5.213, -2.117], [-1.920, 4.155, -3.016], [-1.560, 2.914, -2.528], [-1.341, 2.687, -1.234], [-1.961, 5.751, -0.033], [-2.308, 6.201, -2.466], [-2.087, 4.296, -4.070], [-1.448, 2.058, -3.180], [-1.724, -1.338, 1.457], [-3.114, -1.437, 1.762], [-3.564, -2.235, 2.803], [-4.918, -2.382, 3.043], [-5.842, -1.746, 2.230], [-5.407, -0.900, 1.227], [-4.044, -0.716, 1.011], [-3.493, 0.529, -0.198], [-4.256, 2.068, 0.391], [-4.413, 2.277, 1.761], [-4.886, 3.488, 2.226], [-5.194, 4.506, 1.335], [-5.021, 4.311, -0.028], [-4.535, 3.105, -0.500], [-4.337, 0.028, -1.729], [-5.590, 0.534, -2.076], [-6.222, 0.051, -3.208], [-5.632, -0.936, -3.982], [-4.404, -1.463, -3.613], [-3.756, -0.975, -2.496], [-1.527, -1.809, 0.576], [-1.164, -1.778, 2.184], [-2.843, -2.750, 3.422], [-5.253, -3.000, 3.860], [-6.897, -1.894, 2.391], [-6.123, -0.369, 0.616], [-4.167, 1.491, 2.461], [-4.997, 3.645, 3.286], [-5.565, 5.449, 1.705], [-5.252, 5.102, -0.725], [-4.378, 2.960, -1.560], [-6.073, 1.280, -1.461], [-7.186, 0.449, -3.486], [-6.124, -1.297, -4.871], [-3.941, -2.241, -4.198], [-2.792, -1.369, -2.215], [1.460, 0.186, -1.295], [1.406, -0.922, -2.149], [-0.235, -1.268, -2.402], [-0.517, -1.730, -3.466], [-0.899, -0.986, -1.397], [2.001, -2.133, -1.455], [3.384, -2.100, -1.280], [4.050, -3.194, -0.760], [3.342, -4.333, -0.409], [1.967, -4.359, -0.556], [1.293, -3.262, -1.069], [2.052, -0.743, -3.486], [2.679, 0.444, -3.871], [3.355, 0.512, -5.077], [3.399, -0.584, -5.925], [2.771, -1.765, -5.553], [2.099, -1.842, -4.350], [1.467, 0.990, -1.836], [3.933, -1.216, -1.569], [5.126, -3.164, -0.660], [3.860, -5.201, -0.032], [1.415, -5.250, -0.297], [0.221, -3.313, -1.188], [2.703, 1.311, -3.221], [3.858, 1.426, -5.356], [3.923, -0.521, -6.867], [2.811, -2.627, -6.200], [1.605, -2.758, -4.069], [5.430, 0.551, 6.015], [5.734, 1.105, 4.782], [4.776, 1.158, 3.781], [3.518, 0.625, 4.012], [3.207, 0.068, 5.244], [4.167, 0.028, 6.241], [2.086, 0.451, 2.377], [3.327, 1.171, 0.736], [4.552, 0.618, 0.417], [5.328, 1.202, -0.575], [4.877, 2.323, -1.250], [3.647, 2.872, -0.928], [2.881, 2.307, 0.078], [1.925, -1.707, 2.730], [0.873, -2.140, 3.524], [0.822, -3.459, 3.946], [1.832, -4.340, 3.595], [2.891, -3.895, 2.824], [2.938, -2.579, 2.383], [6.170, 0.541, 6.802], [6.717, 1.508, 4.592], [5.026, 1.599, 2.825], [2.227, -0.349, 5.434], [3.923, -0.408, 7.197], [4.918, -0.250, 0.947], [6.295, 0.784, -0.807], [5.491, 2.786, -2.008], [3.295, 3.752, -1.446], [1.946, 2.773, 0.366], [0.115, -1.439, 3.862], [0.013, -3.791, 4.579], [1.799, -5.360, 3.946], [3.697, -4.571, 2.582], [3.767, -2.237, 1.778]], "forces_ev_per_a": [[0.669, -2.146, -0.944], [-0.250, 1.533, 0.437], [0.073, -0.021, 0.264], [-0.035, 0.068, 0.190], [0.145, -0.198, -0.272], [-0.032, 0.457, 0.209], [0.121, -0.462, 0.075], [0.168, 0.139, -0.447], [-0.066, 0.167, 0.083], [-0.063, 0.095, -0.039], [-0.023, -0.020, -0.145], [-0.010, -0.079, -0.112], [0.101, -0.189, 0.222], [-0.389, 0.126, 0.040], [0.070, -0.029, 0.065], [0.135, 0.052, -0.010], [-0.122, 0.104, -0.056], [0.075, -0.093, 0.123], [0.379, 0.206, -0.147], [-0.882, -0.408, 0.116], [0.244, -0.135, -0.288], [0.108, -0.105, -0.062], [-0.018, 0.296, 0.052], [-0.011, -0.074, 0.153], [0.093, -0.003, -0.065], [-0.043, -0.155, 0.060], [0.216, 0.271, 0.032], [0.085, -0.001, 0.076], [-0.149, 0.086, -0.011], [0.106, -0.055, 0.024], [-0.149, 0.071, -0.108], [0.268, -0.069, 0.153], [0.131, -0.142, -0.115], [-0.028, -0.006, -0.229], [0.075, -0.149, 0.057], [-0.034, -0.120, 0.072], [-0.149, 0.003, 0.031], [-0.083, 0.038, -0.051], [-0.050, -0.099, 0.080], [-0.070, 0.024, 0.126], [-0.054, 0.089, 0.021], [-0.058, 0.075, -0.046], [-0.056, 0.012, -0.075], [-0.064, 0.057, -0.049], [-0.098, 0.025, -0.014], [-0.105, -0.029, -0.066], [0.075, -0.072, -0.075], [0.000, -0.036, -0.092], [0.232, 0.907, 0.418], [-2.630, -1.538, -0.746], [4.580, 0.745, -0.755], [-1.405, -0.727, -0.900], [-2.358, 0.863, 2.646], [0.444, 0.465, 0.221], [-0.109, -0.232, 0.226], [0.165, 0.091, -0.057], [-0.012, -0.094, -0.034], [0.058, -0.124, 0.027], [-0.010, 0.161, -0.029], [0.527, 0.376, -0.299], [-0.191, -0.492, 0.296], [0.056, 0.002, -0.397], [0.010, 0.117, 0.122], [-0.026, 0.152, -0.025], [0.058, 0.176, 0.158], [0.193, -0.092, -0.012], [0.047, 0.041, -0.151], [0.077, -0.051, 0.029], [0.061, -0.095, 0.010], [-0.070, -0.091, 0.063], [-0.092, -0.003, -0.099], [0.027, 0.061, 0.064], [0.039, 0.115, -0.051], [0.071, 0.012, -0.055], [-0.024, -0.075, -0.073], [0.046, -0.080, 0.037], [0.000, 0.044, -0.037], [0.077, 0.017, -0.073], [0.085, 0.286, -0.263], [-0.712, 0.178, -0.549], [-0.218, -0.100, 0.220], [-0.150, -0.066, 0.028], [1.710, -0.817, 0.214], [-0.587, -0.142, 0.608], [0.067, -0.223, 0.193], [0.087, -0.041, -0.012], [0.014, -0.024, 0.018], [-0.070, 0.101, 0.037], [-0.163, 0.146, 0.116], [-0.292, 0.695, -0.296], [-0.255, 0.198, 0.100], [-0.056, 0.026, 0.102], [0.007, 0.074, -0.002], [0.019, 0.068, 0.083], [0.286, 0.175, -0.222], [0.044, -0.031, 0.020], [0.102, 0.038, -0.009], [0.013, 0.085, 0.028], [-0.041, -0.034, 0.034], [-0.024, -0.040, 0.082], [0.086, -0.081, -0.027], [0.077, -0.067, -0.038], [0.044, -0.024, -0.091], [-0.020, 0.107, 0.002], [-0.121, 0.052, -0.060], [-0.065, -0.029, 0.013], [-0.097, -0.019, 0.053], [0.024, -0.091, -0.007], [0.083, -0.034, -0.112], [0.033, -0.116, -0.032]]}